(1)
{
  "formula": "BrFHP",
  "method": "wB97M-V/def2-TZVPD",
  "elements": ["F", "P", "Br", "H"],
  "positions_angstrom": [[-0.317, -1.307, -0.504], [-0.204, -0.192, 0.682], [1.581, 0.730, -0.071], [-1.060, 0.769, -0.107]],
  "relative_energy_kj_mol": 7.6,
  "smiles": "FPBr",
  "homo_energy_ev": -10.040
}

***

(2)
{
  "formula": "C49H62As2BN8O8S6V",
  "method": "wB97M-V/def2-TZVPD",
  "elements": ["V", "C", "C", "C", "C", "N", "N", "B", "N", "N", "C", "C", "C", "C", "C", "S", "C", "C", "C", "C", "N", "N", "C", "C", "C", "C", "C", "S", "C", "C", "C", "C", "C", "S", "C", "C", "C", "C", "H", "H", "H", "H", "H", "H", "H", "H", "H", "H", "H", "H", "H", "H", "H", "H", "H", "H", "H", "H", "H", "H", "H", "H", "H", "H", "H", "H", "H", "H", "H", "H", "H", "H", "H", "H", "H", "H", "H", "C", "O", "C", "O", "C", "C", "As", "C", "C", "C", "As", "C", "C", "O", "O", "C", "C", "O", "O", "C", "C", "O", "O", "C", "H", "H", "H", "H", "H", "H", "H", "H", "H", "H", "H", "H", "H", "H", "H", "H", "H", "H", "S", "C", "S", "C", "N", "N", "C", "C", "C", "C", "C", "C", "S", "H", "H", "H", "H", "H"],
  "positions_angstrom": [[1.345, 0.401, -1.525], [3.716, 0.102, 2.987], [2.241, 0.296, 2.880], [1.370, 0.118, 3.918], [-0.018, 0.291, 3.710], [-0.500, 0.494, 2.507], [0.337, 0.658, 1.489], [-0.179, 0.950, 0.035], [-1.534, 0.204, -0.181], [-2.620, 0.648, 0.450], [-3.742, -0.016, 0.355], [-3.804, -1.233, -0.365], [-2.710, -1.680, -1.046], [-2.696, -2.940, -1.846], [-1.540, -0.878, -0.971], [-0.161, -1.236, -1.923], [-4.990, 0.547, 1.012], [-6.077, 0.696, -0.064], [-5.474, -0.421, 2.101], [-4.709, 1.914, 1.630], [-0.399, 2.506, -0.044], [-0.900, 3.137, 1.018], [-1.128, 4.422, 0.956], [-0.860, 5.161, -0.222], [-0.327, 4.535, -1.307], [0.030, 5.224, -2.581], [-0.087, 3.137, -1.179], [0.542, 2.249, -2.498], [-1.701, 5.129, 2.172], [-0.802, 6.317, 2.542], [-3.108, 5.631, 1.812], [-1.781, 4.166, 3.352], [1.666, 0.650, 1.634], [2.607, 1.075, 0.261], [-0.968, 0.343, 4.897], [-0.556, 1.562, 5.744], [-0.875, -0.909, 5.772], [-2.403, 0.507, 4.410], [4.020, -0.108, 4.010], [4.012, -0.738, 2.354], [4.251, 0.981, 2.628], [1.745, -0.158, 4.895], [-4.723, -1.804, -0.385], [-3.653, -3.454, -1.793], [-2.466, -2.722, -2.890], [-1.910, -3.602, -1.475], [-6.359, -0.268, -0.488], [-6.969, 1.143, 0.376], [-5.731, 1.344, -0.870], [-5.712, -1.404, 1.693], [-4.715, -0.545, 2.873], [-6.375, -0.029, 2.573], [-4.397, 2.624, 0.865], [-5.610, 2.290, 2.114], [-3.915, 1.836, 2.367], [-1.072, 6.221, -0.256], [-0.225, 6.281, -2.543], [1.099, 5.126, -2.774], [-0.484, 4.757, -3.422], [-0.804, 7.087, 1.771], [-1.165, 6.773, 3.464], [0.227, 5.993, 2.705], [-3.077, 6.320, 0.967], [-3.756, 4.794, 1.551], [-3.546, 6.158, 2.660], [-0.787, 3.800, 3.605], [-2.206, 4.664, 4.224], [-2.403, 3.313, 3.092], [0.421, 1.404, 6.205], [-0.514, 2.468, 5.141], [-1.288, 1.709, 6.538], [0.155, -1.209, 5.969], [-1.354, -0.720, 6.733], [-1.395, -1.739, 5.301], [-2.507, 1.445, 3.871], [-2.658, -0.305, 3.728], [-3.092, 0.501, 5.255], [6.548, -0.518, -1.215], [6.802, 0.647, -1.991], [6.246, 0.743, -3.199], [6.441, 1.709, -3.897], [5.039, -0.098, -3.572], [5.088, -1.094, -4.471], [3.522, -1.801, -5.488], [3.864, -0.549, -7.016], [2.118, -0.773, -4.624], [2.307, -0.565, -3.203], [3.562, 0.982, -2.840], [3.366, 2.161, -4.399], [2.873, -1.753, -2.542], [2.964, -2.850, -3.047], [3.266, -1.522, -1.271], [3.774, -2.683, -0.596], [1.043, -0.103, -5.328], [0.367, 0.753, -4.796], [0.764, -0.354, -6.621], [0.897, -1.634, -7.230], [6.518, -1.518, -4.786], [7.431, -1.008, -4.178], [6.852, -2.432, -5.688], [5.972, -3.268, -6.432], [7.294, -0.524, -0.425], [6.661, -1.416, -1.824], [5.548, -0.475, -0.776], [4.862, -0.126, -6.906], [3.141, 0.264, -7.042], [3.819, -1.081, -7.965], [3.957, 1.793, -5.233], [3.763, 3.135, -4.114], [2.320, 2.271, -4.673], [3.966, -2.380, 0.429], [4.692, -3.023, -1.072], [3.038, -3.483, -0.626], [1.325, -1.483, -8.219], [-0.100, -2.062, -7.338], [1.517, -2.324, -6.658], [6.627, -3.963, -6.950], [5.405, -2.703, -7.173], [5.293, -3.822, -5.785], [-0.581, -5.138, 5.761], [-0.503, -4.440, 4.273], [1.002, -3.763, 3.709], [0.183, -3.228, 2.225], [-1.086, -3.545, 2.223], [-1.478, -4.216, 3.316], [-2.827, -4.713, 3.266], [-3.309, -5.702, 4.119], [-4.594, -6.192, 3.942], [-5.402, -5.717, 2.923], [-4.926, -4.719, 2.086], [-3.653, -4.211, 2.256], [1.019, -2.477, 0.995], [-2.695, -6.102, 4.903], [-4.955, -6.967, 4.602], [-6.391, -6.128, 2.775], [-5.548, -4.352, 1.279], [-3.272, -3.440, 1.606]],
  "s_squared": 3.866,
  "relative_energy_kj_mol": 105.7,
  "spin_multiplicity": 4,
  "homo_energy_ev": [-9.622, -10.053],
  "charge": 1
}

***

(3)
{
  "formula": "C2H2Cl3NS",
  "method": "wB97M-V/def2-TZVPD",
  "elements": ["C", "N", "S", "H", "Cl", "C", "Cl", "Cl", "H"],
  "positions_angstrom": [[0.677, 1.003, -1.935], [1.539, 0.225, -1.685], [2.722, -0.727, -1.356], [-0.192, 1.547, -2.011], [-2.229, -0.949, 2.425], [-0.938, -0.391, 1.280], [-0.678, 1.274, 1.291], [0.510, -1.283, 1.755], [-1.411, -0.698, 0.236]],
  "relative_energy_kj_mol": 198.5,
  "smiles": "C#[N+][S-].ClC(Cl)Cl",
  "homo_energy_ev": -8.783
}

***

(4)
{
  "formula": "CH4N2O3P",
  "method": "wB97M-V/def2-TZVPD",
  "elements": ["C", "N", "N", "O", "O", "O", "P", "H", "H", "H", "H"],
  "positions_angstrom": [[-0.022, -0.170, 0.278], [-0.486, 1.085, 0.544], [-0.704, -1.241, 0.404], [2.545, 1.399, -0.369], [3.217, -0.471, 1.305], [2.662, -1.052, -1.164], [2.459, 0.012, 0.098], [-1.476, 1.443, 0.665], [0.229, 1.710, 0.164], [-1.700, -1.248, 0.510], [1.935, -1.648, -1.355]],
  "relative_energy_kj_mol": 190.7,
  "homo_energy_ev": -4.137,
  "charge": -1
}

***

(5)
{
  "formula": "C10H14BEuN7O2",
  "method": "wB97M-V/def2-TZVPD",
  "elements": ["C", "N", "N", "C", "C", "B", "N", "N", "C", "C", "C", "Eu", "N", "N", "C", "C", "C", "H", "H", "H", "H", "H", "H", "H", "H", "H", "H", "H", "C", "H", "H", "H", "O", "N", "O"],
  "positions_angstrom": [[-0.008, 3.430, 0.596], [0.244, 2.175, 0.193], [0.410, 2.175, -1.201], [0.334, 3.466, -1.620], [0.092, 4.299, -0.512], [0.504, 0.751, -1.837], [1.539, -0.179, -1.112], [1.392, -0.516, 0.231], [2.393, -1.370, 0.516], [3.198, -1.560, -0.625], [2.623, -0.791, -1.620], [-0.836, 0.618, 1.530], [-0.872, -0.061, -1.738], [-1.423, -0.407, -0.505], [-2.510, -1.203, -0.745], [-2.678, -1.309, -2.137], [-1.618, -0.601, -2.712], [-3.097, -1.652, 0.039], [-1.354, -0.444, -3.755], [-3.456, -1.818, -2.650], [0.780, 0.850, -2.996], [2.883, -0.673, -2.668], [0.430, 3.770, -2.646], [4.065, -2.183, -0.715], [-0.033, 5.361, -0.496], [2.524, -1.808, 1.491], [-0.291, 3.630, 1.622], [0.080, -2.588, 2.197], [0.248, -3.276, 3.054], [0.612, -4.259, 2.725], [1.009, -2.862, 3.761], [-0.721, -3.405, 3.598], [-1.281, 0.183, 3.828], [-2.407, 0.801, 3.964], [-2.776, 1.458, 2.945]],
  "s_squared": 15.775,
  "relative_energy_kj_mol": 80.0,
  "spin_multiplicity": 8,
  "homo_energy_ev": [-16.233, -16.213],
  "charge": 2
}

***

(6)
{
  "formula": "C3H9NO3",
  "method": "wB97M-V/def2-TZVPD",
  "elements": ["C", "C", "C", "O", "O", "H", "H", "H", "H", "H", "H", "N", "O", "H", "H", "H"],
  "positions_angstrom": [[1.580, 1.377, 0.042], [0.094, -0.660, 0.300], [0.207, 0.807, 0.348], [0.998, -1.408, -0.415], [-0.114, -1.239, 1.505], [1.161, -0.990, -1.269], [-0.118, -2.199, 1.390], [-0.231, 1.196, 1.265], [1.925, 1.070, -0.948], [1.545, 2.464, 0.034], [2.321, 1.035, 0.766], [-1.442, -0.504, -0.727], [-2.803, -0.784, -0.379], [-3.227, -0.023, 0.037], [-1.269, -1.181, -1.475], [-0.626, 1.039, -0.475]],
  "relative_energy_kj_mol": 457.8,
  "homo_energy_ev": -8.179
}

***

(7)
{
  "formula": "C23H27N3O3STl",
  "method": "wB97M-V/def2-TZVPD",
  "elements": ["Tl", "N", "C", "O", "C", "C", "H", "H", "H", "H", "H", "H", "O", "S", "O", "N", "C", "C", "C", "C", "C", "C", "C", "C", "N", "C", "C", "C", "C", "C", "C", "C", "H", "H", "H", "H", "H", "H", "H", "H", "H", "H", "H", "C", "C", "C", "C", "C", "H", "H", "H", "H", "H", "H", "H", "H", "H", "H"],
  "positions_angstrom": [[0.606, -0.527, -0.469], [4.513, 1.129, 1.699], [3.388, 0.654, 1.089], [3.359, 0.508, -0.123], [2.226, 0.331, 2.004], [0.888, 0.742, 1.399], [5.341, 1.244, 1.142], [4.577, 1.164, 2.699], [2.424, 0.765, 2.994], [2.245, -0.760, 2.129], [0.847, 1.820, 1.226], [0.077, 0.461, 2.072], [-2.703, -1.512, -1.430], [-2.985, -0.256, -0.785], [-4.172, 0.454, -1.217], [-1.673, 0.629, -0.791], [-1.668, 2.001, -0.735], [-2.711, 2.814, -0.308], [-2.594, 4.212, -0.262], [-1.448, 4.854, -0.638], [-0.358, 4.080, -1.095], [0.858, 4.668, -1.513], [1.879, 3.884, -1.964], [1.683, 2.489, -1.998], [0.573, 1.914, -1.618], [-0.457, 2.669, -1.156], [-3.269, -0.674, 0.933], [-2.775, 0.123, 1.952], [-3.033, -0.212, 3.275], [-3.781, -1.342, 3.573], [-4.270, -2.140, 2.546], [-4.015, -1.808, 1.225], [-3.645, 2.357, -0.016], [-3.446, 4.786, 0.084], [-1.358, 5.933, -0.599], [0.958, 5.747, -1.466], [2.823, 4.304, -2.286], [2.480, 1.831, -2.328], [-2.174, 0.991, 1.712], [-2.637, 0.406, 4.072], [-3.974, -1.608, 4.606], [-4.840, -3.031, 2.775], [-4.367, -2.431, 0.413], [1.373, -4.887, -1.176], [1.643, -3.381, -1.347], [3.059, -3.083, -0.850], [1.561, -3.056, -2.846], [0.601, -2.682, -0.475], [2.164, -5.483, -1.644], [0.421, -5.159, -1.640], [1.322, -5.145, -0.116], [3.814, -3.613, -1.442], [3.160, -3.385, 0.196], [3.270, -2.012, -0.912], [2.181, -3.736, -3.446], [1.899, -2.031, -3.024], [0.528, -3.126, -3.192], [-0.389, -2.883, -0.910]],
  "relative_energy_kj_mol": 0.0,
  "homo_energy_ev": -3.165,
  "charge": -1
}

***

(8)
{
  "formula": "C2H10N",
  "method": "wB97M-V/def2-TZVPD",
  "elements": ["N", "H", "H", "H", "H", "C", "C", "H", "H", "H", "H", "H", "H"],
  "positions_angstrom": [[-0.922, -0.741, -1.672], [-0.745, -1.256, -0.805], [-1.044, -1.364, -2.479], [-0.125, -0.124, -1.849], [-1.774, -0.196, -1.510], [0.683, -0.159, 1.455], [0.486, 1.108, 0.621], [-0.053, -0.184, 2.261], [0.496, -1.047, 0.860], [1.679, -0.236, 1.895], [1.206, 1.151, -0.212], [0.630, 1.977, 1.249], [-0.517, 1.071, 0.187]],
  "relative_energy_kj_mol": 14.0,
  "homo_energy_ev": -15.994,
  "charge": 1
}

***

no.,F_max (Eh/bohr)
1,0.0497
2,0.0335
3,0.0975
4,0.0489
5,0.0745
6,0.0559
7,0.0105
8,0.0194